27
Properties=species:S:1:pos:R:3:lowdin_spin:R:1 method="wB97M-V/def2-TZVPD" energy_ha=-987.58637 s_squared=2.008 gap_ev="8.47 / 8.30" total_charge=+1 spin_multiplicity=3 lumo_ha="-0.1134 / -0.1787"
C -0.72 -0.23 -0.14 0.0039
C 1.55 -0.83 0.63 0.1418
C -1.09 -0.87 1.22 0.0050
C -1.50 0.29 2.08 0.0050
C -2.27 -1.78 0.79 0.0029
C 0.55 0.34 -2.83 0.0000
C 1.08 1.85 -1.05 0.0147
N 1.82 0.38 1.53 0.8589
N 0.74 -0.51 -0.45 0.0105
N 1.25 0.42 -1.48 0.0020
O -1.38 0.44 -0.89 0.0068
O 2.82 0.45 2.20 0.8487
S 0.49 -1.68 1.86 0.0741
H 2.52 -1.26 0.34 0.0110
H -1.50 0.10 3.23 -0.0001
H -2.49 0.61 2.07 0.0005
H -0.92 1.27 2.05 0.0025
H -2.57 -2.31 1.74 0.0005
H -1.87 -2.55 0.07 0.0004
H -3.17 -1.15 0.54 0.0002
H -0.51 0.63 -2.69 0.0001
H 1.24 0.77 -3.46 0.0000
H 0.52 -0.79 -3.06 0.0001
H 0.12 2.07 -1.52 0.0008
H 1.06 1.84 -0.01 0.0081
H 2.06 2.33 -1.33 0.0005
H 2.16 0.17 -1.45 0.0009